Record 1
This record from the Open Molecules 2025 dataset describes C21H18Co2N3O6 as an isolated structure in a non-equilibrium geometry. The level of theory is wB97M-V/def2-TZVPD.

Summary:
- maximum force (Eh/bohr) = 0.104
- charge = -1
- energy above the lowest of the compared OMol25 structures with the same formula, charge and spin (kcal/mol) = 0.0

Positions of all 50 atoms, in Å:
O -2.811 2.286 2.530
C -1.864 1.680 2.804
Co -0.394 0.824 3.157
C 0.629 2.159 2.660
O 1.130 3.145 2.319
C -0.437 0.819 4.911
O -0.504 0.940 6.060
C -0.755 -0.936 2.179
C -2.050 -1.535 2.494
C -2.458 -1.715 3.834
C -3.768 -2.093 4.131
C -4.679 -2.361 3.103
C -4.249 -2.299 1.772
C -2.941 -1.918 1.465
C -0.032 -0.884 0.967
C -0.140 -0.692 -0.358
Co 1.017 -1.083 2.368
C 1.090 -1.415 4.114
O 1.204 -1.824 5.192
C 2.225 0.260 2.176
O 3.205 0.859 2.025
C 1.959 -2.459 1.764
O 2.575 -3.361 1.381
H -1.736 -1.539 4.639
H -4.070 -2.172 5.176
H -5.712 -2.632 3.335
H -4.931 -2.537 0.954
H -2.592 -1.868 0.430
H 0.601 -1.130 -1.029
H -0.925 -0.071 -0.802
C 0.113 0.158 -5.022
C -0.649 0.566 -3.776
N 0.183 0.728 -2.590
C 1.381 1.177 -2.806
N 1.968 1.336 -4.028
C 1.336 1.018 -5.281
C 3.299 1.870 -3.934
C 3.524 2.032 -2.438
N 2.298 1.563 -1.860
H 0.427 -0.886 -4.901
H -0.549 0.224 -5.889
H -1.196 1.503 -3.991
H -1.392 -0.199 -3.522
H 2.046 0.470 -5.913
H 1.050 1.948 -5.798
H 4.027 1.175 -4.369
H 3.371 2.829 -4.461
H 4.376 1.432 -2.105
H 3.715 3.083 -2.196
H 2.086 1.528 -0.870

natural (NBO) atomic charge list, values in e, 4 entries: atom 1 (O): -0.552, atom 2 (C): 0.558, atom 3 (Co): -0.038, atom 4 (C): 0.443

---

Record 2
This record from the Open Molecules 2025 dataset describes one molecule with the formula C21H18N2O2. The level of theory is wB97M-V/def2-TZVPD.

Summary:
- maximum force (Eh/bohr) = 0.009
- SMILES = C=CCNC(=O)c1ccccc1NC(=O)c1cccc2ccccc12
- energy above the lowest of the compared OMol25 structures with the same formula, charge and spin (kcal/mol) = 1.9

Positions of all 43 atoms, in Å:
C -1.545 2.374 4.042
C -1.578 1.692 2.914
C -0.538 1.797 1.839
N 0.123 0.524 1.614
C 1.419 0.305 1.976
O 2.140 1.181 2.403
C 1.878 -1.105 1.769
C 2.508 -1.740 2.832
C 2.950 -3.045 2.714
C 2.778 -3.718 1.516
C 2.184 -3.092 0.436
C 1.731 -1.781 0.548
N 1.155 -1.101 -0.528
C 0.844 -1.549 -1.784
O 1.052 -2.664 -2.205
C 0.230 -0.450 -2.598
C 0.862 -0.046 -3.747
C 0.372 1.040 -4.487
C -0.740 1.714 -4.067
C -1.440 1.303 -2.914
C -2.609 1.964 -2.480
C -3.297 1.525 -1.383
C -2.860 0.388 -0.687
C -1.724 -0.267 -1.073
C -0.966 0.186 -2.175
H -1.414 -1.166 -0.559
H -3.438 0.028 0.152
H -4.190 2.037 -1.057
H -2.956 2.820 -3.040
H -1.109 2.566 -4.619
H 0.893 1.345 -5.383
H 1.755 -0.559 -4.069
H 0.957 -0.124 -0.348
H 2.068 -3.609 -0.502
H 3.120 -4.737 1.413
H 3.429 -3.531 3.550
H 2.637 -1.193 3.753
H -0.478 -0.270 1.451
H 0.241 2.508 2.121
H -1.006 2.117 0.899
H -2.378 0.990 2.714
H -2.309 2.270 4.795
H -0.752 3.070 4.256

natural (NBO) atomic charge list, values in e, 4 entries: atom 1 (C): -0.368, atom 2 (C): -0.190, atom 3 (C): -0.273, atom 4 (N): -0.623

---

Record 3
This record from the Open Molecules 2025 dataset describes a 4-piece molecular cluster, C30H36BrF3IO7P overall in a non-equilibrium geometry. The level of theory is wB97M-V/def2-TZVPD.

Summary:
- maximum force (Eh/bohr) = 0.044
- SMILES = O=C1c2ccc(P(O)Br)c(C(F)(F)F)c2C(=O)c2c(CCCI)ccc(O)c21.C1CCOC1.C1CCOC1.C1CCOC1

Positions of all 79 atoms, in Å:
O 2.555 -2.122 -0.005
C 2.403 -0.919 0.110
C 3.593 0.004 -0.115
C 4.830 -0.494 0.225
C 5.914 0.326 0.032
C 5.770 1.603 -0.465
P 7.350 2.554 -0.683
O 8.557 1.446 -0.493
Br 7.377 2.916 -2.918
C 4.522 2.131 -0.782
C 4.305 3.545 -1.284
F 3.278 4.110 -0.611
F 4.029 3.554 -2.592
F 5.346 4.373 -1.107
C 3.432 1.276 -0.614
C 1.991 1.649 -0.967
O 1.750 2.356 -1.923
C 0.911 1.043 -0.106
C -0.283 1.669 0.162
C -0.644 3.034 -0.376
C -0.510 4.210 0.662
C 0.448 3.959 1.837
I -0.553 3.236 3.609
C -1.224 1.016 0.956
C -1.022 -0.206 1.512
C 0.211 -0.864 1.240
O 0.483 -2.101 1.774
C 1.122 -0.232 0.438
H 4.947 -1.500 0.613
H 6.900 -0.056 0.279
H 8.550 0.848 -1.258
H -0.138 3.306 -1.298
H -1.714 2.985 -0.621
H -0.184 5.092 0.098
H -1.515 4.437 1.029
H 1.296 3.311 1.610
H 0.852 4.930 2.135
H -2.183 1.494 1.154
H -1.725 -0.726 2.154
H 0.454 -2.703 1.018
C 0.228 -6.211 0.216
C 1.181 -6.166 1.403
C 0.489 -7.091 2.392
O -0.213 -8.068 1.617
C -0.237 -7.659 0.246
H 0.690 -5.933 -0.731
H -0.619 -5.542 0.392
H 2.150 -6.581 1.116
H 1.343 -5.165 1.800
H -0.243 -6.548 2.999
H 1.189 -7.592 3.062
H 0.447 -8.307 -0.313
H -1.243 -7.789 -0.156
C -1.088 -0.356 -3.624
C -1.044 -1.741 -2.990
C -1.643 -1.477 -1.617
O -2.573 -0.397 -1.784
C -2.391 0.197 -3.071
H -1.061 -0.369 -4.712
H -0.245 0.243 -3.268
H -1.682 -2.428 -3.552
H -0.043 -2.169 -2.941
H -0.904 -1.147 -0.889
H -2.162 -2.346 -1.205
H -3.242 -0.088 -3.701
H -2.381 1.284 -2.973
C -6.578 1.939 1.109
C -6.646 3.366 1.639
C -5.239 3.565 2.181
O -4.372 2.760 1.375
C -5.159 1.877 0.565
H -7.331 1.713 0.356
H -6.695 1.231 1.933
H -6.831 4.059 0.815
H -7.417 3.519 2.393
H -5.159 3.217 3.217
H -4.913 4.605 2.139
H -5.115 2.233 -0.470
H -4.735 0.872 0.603

Löwdin atomic charge list, values in e, 4 entries: atom 1 (O): 0.116, atom 2 (C): -0.237, atom 3 (C): -0.068, atom 4 (C): 0.021

---

Record 4
This record from the Open Molecules 2025 dataset describes a 3-piece molecular cluster, C29H50F8IN7O6P2S overall in a non-equilibrium geometry. The level of theory is wB97M-V/def2-TZVPD.

Summary:
- maximum force (Eh/bohr) = 0.124
- SMILES = O=C1NC(=O)c2c1cc(CCCI)c(CCCF)c2S(=O)(=O)C(F)(F)C(F)(F)C(F)(F)F.CN(C)P(=O)(N(C)C)N(C)C.CN(C)P(=O)(N(C)C)N(C)C

Positions of all 104 atoms, in Å:
O 1.583 -2.991 -0.153
C 0.984 -2.486 0.734
N 0.083 -3.125 1.647
C -0.929 -2.121 1.900
O -2.072 -2.398 1.994
C -0.204 -0.774 1.880
C 0.929 -1.033 1.124
C 1.804 0.000 0.876
C 1.555 1.271 1.384
C 2.626 2.300 1.069
C 2.667 2.657 -0.446
C 4.085 2.564 -1.012
I 5.002 4.504 -1.044
C 0.405 1.553 2.138
C 0.130 2.953 2.649
C 0.155 4.051 1.550
C 0.932 5.251 2.048
F 0.686 6.363 1.254
C -0.486 0.477 2.415
S -1.945 0.654 3.424
O -2.202 -0.623 4.018
O -1.825 1.666 4.434
C -3.473 0.981 2.377
F -3.925 -0.196 1.954
F -4.385 1.461 3.233
C -3.291 1.961 1.211
F -2.347 1.529 0.352
F -2.899 3.162 1.670
C -4.572 2.177 0.355
F -4.887 1.045 -0.270
F -4.309 3.079 -0.596
F -5.589 2.632 1.069
H 0.556 -3.489 2.465
H 2.694 -0.182 0.283
H 2.529 3.167 1.710
H 3.576 1.830 1.332
H 1.980 1.999 -0.979
H 2.285 3.670 -0.551
H 4.705 1.829 -0.503
H 4.000 2.268 -2.054
H 0.884 3.187 3.406
H -0.829 3.045 3.134
H -0.849 4.426 1.362
H 0.542 3.682 0.606
H 2.014 5.092 2.038
H 0.654 5.501 3.075
O 6.294 0.122 0.268
P 7.752 -0.200 0.010
N 7.683 -1.913 0.000
C 8.257 -2.819 0.969
C 6.625 -2.506 -0.812
N 8.351 0.503 1.489
C 8.653 -0.275 2.672
C 7.682 1.740 1.875
N 9.347 -0.193 -0.607
C 9.742 -1.068 -1.714
C 10.225 0.971 -0.435
H 8.362 -3.818 0.539
H 7.650 -2.906 1.877
H 9.272 -2.527 1.239
H 6.789 -2.301 -1.876
H 5.633 -2.127 -0.548
H 6.599 -3.588 -0.699
H 7.800 -0.877 3.011
H 8.934 0.389 3.492
H 9.519 -0.919 2.516
H 6.730 1.552 2.389
H 7.472 2.361 1.006
H 8.322 2.328 2.537
H 10.282 -1.936 -1.328
H 10.394 -0.560 -2.425
H 8.885 -1.422 -2.282
H 10.922 0.792 0.386
H 9.666 1.875 -0.216
H 10.806 1.179 -1.335
O -8.206 -1.702 -4.750
P -8.555 -1.601 -3.291
N -7.027 -1.228 -2.614
C -6.256 -2.045 -1.703
C -6.248 -0.210 -3.309
N -9.128 -3.226 -3.066
C -8.322 -4.274 -2.476
C -9.882 -3.747 -4.203
N -9.375 -1.124 -1.867
C -9.013 0.102 -1.151
C -10.735 -1.594 -1.577
H -5.521 -1.435 -1.172
H -5.717 -2.852 -2.214
H -6.882 -2.469 -0.917
H -6.744 0.766 -3.248
H -6.101 -0.446 -4.367
H -5.260 -0.090 -2.866
H -7.366 -4.416 -2.996
H -8.861 -5.223 -2.509
H -8.140 -4.086 -1.416
H -9.232 -4.128 -5.000
H -10.519 -2.975 -4.635
H -10.538 -4.557 -3.872
H -8.398 -0.142 -0.281
H -9.890 0.644 -0.796
H -8.459 0.794 -1.779
H -10.701 -2.414 -0.858
H -11.245 -1.946 -2.469
H -11.359 -0.801 -1.160

Löwdin atomic charge list, values in e, 4 entries: atom 1 (O): 0.167, atom 2 (C): -0.381, atom 3 (N): 0.146, atom 4 (C): -0.359

---

Record 5
This record from the Open Molecules 2025 dataset describes C48H41F6InN8O as an isolated structure. The level of theory is wB97M-V/def2-TZVPD.

Summary:
- maximum force (Eh/bohr) = 0.015
- charge = -2
- energy above the lowest of the compared OMol25 structures with the same formula, charge and spin (kcal/mol) = 19.3

Positions of all 105 atoms, in Å:
In 0.824 1.305 -0.203
N -8.678 -5.455 1.904
C -7.741 -4.906 1.522
C -6.572 -4.220 1.043
C -6.329 -4.138 -0.327
C -5.203 -3.477 -0.783
C -4.306 -2.902 0.112
C -4.557 -2.988 1.479
C -5.685 -3.638 1.948
C -3.077 -2.202 -0.374
C -3.301 -0.930 -0.902
C -4.591 -0.301 -0.980
C -4.391 0.921 -1.564
C -2.989 0.997 -1.810
N -2.335 -0.077 -1.422
C -1.896 -2.936 -0.212
C -1.836 -4.306 0.210
C -0.514 -4.668 0.155
C 0.182 -3.503 -0.288
N -0.620 -2.480 -0.506
H -7.023 -4.592 -1.022
H -5.005 -3.397 -1.844
H -3.859 -2.528 2.167
H -5.884 -3.699 3.010
H -5.525 -0.709 -0.624
H -5.121 1.691 -1.768
H -2.469 1.840 -2.249
H -2.674 -4.928 0.488
H -0.079 -5.628 0.391
H 1.249 -3.412 -0.442
C 3.347 -2.715 2.268
C 3.469 -2.310 0.823
C 4.312 -3.018 -0.029
C 4.352 -2.694 -1.377
C 5.236 -3.459 -2.328
C 3.559 -1.666 -1.867
C 2.696 -0.923 -1.039
C 2.686 -1.283 0.321
N 1.895 0.111 -1.499
C 1.491 0.195 -2.924
C 0.934 -1.141 -3.441
C 0.330 1.186 -3.018
C 2.620 0.756 -3.807
H 4.151 -3.397 2.548
H 2.395 -3.223 2.441
H 3.376 -1.854 2.933
H 4.923 -3.826 0.359
H 5.906 -4.129 -1.787
H 5.846 -2.784 -2.931
H 4.640 -4.065 -3.016
H 3.623 -1.455 -2.921
H 2.010 -0.785 1.009
H 0.154 -1.485 -2.759
H 1.684 -1.924 -3.521
H 0.499 -0.989 -4.432
H -0.524 0.804 -2.450
H 0.005 1.287 -4.054
H 0.623 2.187 -2.684
H 3.578 0.261 -3.668
H 2.774 1.814 -3.590
H 2.341 0.670 -4.861
N 2.117 3.106 -1.016
C 3.162 3.472 -1.358
C 4.403 3.929 -1.788
C 4.581 4.269 -3.148
N 4.730 4.550 -4.259
C 5.473 4.062 -0.872
N 6.359 4.169 -0.140
C 4.028 1.592 1.938
C 2.632 1.946 2.460
O 1.610 1.482 1.704
C 2.448 1.321 3.874
F 3.551 1.435 4.650
F 2.194 0.011 3.777
F 1.435 1.867 4.560
C 2.532 3.491 2.621
F 3.208 3.939 3.705
F 3.061 4.126 1.563
F 1.272 3.914 2.740
H 4.223 0.533 2.105
H 4.814 2.184 2.405
H 4.045 1.769 0.863
C -2.014 -0.158 3.885
C -1.504 -0.755 2.739
C -1.200 0.013 1.628
C -1.365 1.399 1.635
C -1.867 1.995 2.796
C -2.189 1.220 3.898
N -0.940 2.132 0.516
C -1.614 3.270 0.106
C -0.973 4.254 -0.657
C -1.664 5.358 -1.131
C -3.013 5.531 -0.859
C -3.663 4.557 -0.108
C -2.987 3.445 0.358
H -2.254 -0.753 4.758
H -1.346 -1.827 2.690
H -0.850 -0.494 0.729
H -1.967 3.072 2.843
H -2.557 1.709 4.794
H 0.084 4.163 -0.864
H -1.127 6.098 -1.714
H -3.547 6.400 -1.223
H -4.724 4.649 0.097
H -3.525 2.675 0.894

Löwdin atomic charge list, values in e, 4 entries: atom 1 (In): 0.923, atom 2 (N): 0.125, atom 3 (C): -0.201, atom 4 (C): -0.249

---

Record 6
This record from the Open Molecules 2025 dataset describes C27H28FIN8O4S2Y as an isolated structure in a non-equilibrium geometry. The level of theory is wB97M-V/def2-TZVPD.

Summary:
- maximum force (Eh/bohr) = 0.090
- charge = +1
- energy above the lowest of the compared OMol25 structures with the same formula, charge and spin (kcal/mol) = 54.4

Positions of all 72 atoms, in Å:
Y -1.028 -0.481 -1.403
C -4.863 2.054 1.380
N -4.459 2.303 0.038
C -5.284 2.779 -0.988
C -4.511 2.832 -2.086
N -3.217 2.394 -1.773
C -3.191 2.042 -0.404
S -1.823 1.653 0.507
C -2.145 2.501 -2.712
C -2.186 3.428 -3.715
C -1.085 3.569 -4.620
C 0.108 2.882 -4.356
C 0.069 1.892 -3.328
N -1.083 1.668 -2.631
H -5.505 1.134 1.467
H -5.533 2.878 1.667
H -3.978 2.031 1.970
H -6.351 2.951 -0.790
H -4.743 3.106 -3.107
H -3.028 4.092 -3.790
H -1.182 4.145 -5.541
H 1.018 3.117 -4.956
H 0.884 1.226 -3.149
O 4.221 2.226 6.737
S 5.411 2.981 6.438
O 6.312 3.201 7.535
O 5.267 4.138 5.467
C 5.855 1.912 4.977
N 7.014 1.270 4.938
C 7.311 0.798 3.689
C 6.414 0.826 2.673
C 5.139 1.208 2.898
N 4.961 1.960 3.997
C 4.035 1.113 1.973
C 3.933 0.264 0.840
C 2.767 0.273 0.095
N 1.687 1.022 0.437
C 1.783 1.781 1.531
C 2.907 1.851 2.351
H 8.296 0.353 3.601
H 6.666 0.424 1.691
H 4.796 -0.190 0.349
H 2.602 -0.404 -0.747
H 0.940 2.431 1.747
H 2.859 2.548 3.190
F 1.044 -0.558 -1.920
C -2.866 -4.137 0.366
N -1.845 -3.745 1.388
C -1.453 -4.664 2.487
C -1.050 -2.705 1.138
C 0.142 -2.534 1.940
O -1.312 -1.869 0.199
H -2.441 -4.845 -0.366
H -3.080 -3.243 -0.222
H -3.815 -4.496 0.884
H -1.537 -4.254 3.511
H -0.430 -5.023 2.389
H -2.015 -5.614 2.377
H 0.885 -3.379 1.829
H -0.265 -2.459 2.977
H 0.638 -1.567 1.683
I -4.164 -0.908 -2.553
C -2.542 -2.110 -3.526
C -2.883 -3.329 -4.052
C -1.874 -4.120 -4.596
C -0.535 -3.678 -4.543
C -0.322 -2.410 -4.017
N -1.302 -1.638 -3.462
H -3.866 -3.717 -3.890
H -2.103 -5.043 -5.081
H 0.271 -4.185 -5.038
H 0.658 -1.953 -3.988

Löwdin atomic charge list, values in e, 4 entries: atom 1 (Y): 1.347, atom 2 (C): -0.028, atom 3 (N): -0.134, atom 4 (C): -0.007

---

Number 1: HOMO -3.822 eV, E_tot -114076.768 eV. Number 2: HOMO -8.545 eV, E_tot -29145.155 eV. Number 3: HOMO -9.029 eV, E_tot -141611.063 eV. Number 4: HOMO -8.034 eV, E_tot -112849.500 eV. Number 5: HOMO -2.575 eV, E_tot -85891.889 eV. Number 6: HOMO -7.976 eV, E_tot -82090.613 eV.